This record from the OMol25 dataset describes an isolated ion of composition C14H26ClN2 and charge +1. The level of theory is wB97M-V/def2-TZVPD.

The geometry in XYZ format:
```
43
Properties=species:S:1:pos:R:3:forces:R:3
C 3.921122 -0.614642 1.531907 -0.906 -0.429 0.191
C 2.356800 -0.446707 1.071502 -0.867 -0.401 0.299
C 2.066868 -0.693564 -0.521575 0.870 -1.060 0.229
C 2.769275 0.382578 -1.537786 -0.817 0.110 -0.805
C 2.649657 1.953304 -1.085826 0.653 0.848 -0.664
C 1.405679 2.773343 -1.785900 -0.088 0.156 0.078
C -0.093622 2.178838 -1.375415 0.590 0.105 -0.811
C -0.556994 2.616194 0.144815 0.248 1.518 -0.449
N -1.173895 1.437209 0.870071 -1.501 -2.783 1.235
C -0.851460 0.770757 2.191465 -3.316 -0.758 -3.725
N -1.827078 -0.413154 2.347284 0.702 4.466 -5.039
C -2.682212 -0.415371 1.096190 0.190 2.684 -2.433
C -3.892262 -1.471814 0.637537 1.649 0.022 0.094
C -3.170580 -2.961889 0.506761 0.263 0.236 -0.106
C -2.974849 -3.433301 -1.069201 1.346 -0.448 1.088
Cl -4.608088 -3.728230 -1.921697 1.670 0.437 0.889
C -2.304538 0.806830 0.051371 1.552 -3.995 7.549
H 4.022568 -0.257494 2.646554 -0.043 -0.558 -2.274
H 4.142962 -1.786471 1.539681 -0.193 2.690 -0.268
H 4.630858 -0.012916 0.820010 -1.266 -1.302 1.498
H 1.731133 -1.276337 1.658413 1.281 1.717 -1.208
H 1.867580 0.588033 1.410263 1.314 -2.043 -0.753
H 2.541389 -1.756615 -0.786088 -1.078 2.215 0.560
H 0.903379 -0.829737 -0.688594 2.316 0.574 0.269
H 2.182125 0.291058 -2.573518 1.302 0.169 2.116
H 3.894894 0.096814 -1.813959 -2.517 0.618 0.996
H 3.645155 2.485198 -1.474530 -2.208 -1.039 0.919
H 2.618527 2.141881 0.068430 0.100 -0.635 -2.098
H 1.523653 2.701466 -2.953461 -0.322 0.099 2.293
H 1.490590 3.929340 -1.500565 -0.258 -2.528 -0.580
H -0.018614 1.009397 -1.535522 -0.334 2.371 0.689
H -0.915103 2.578606 -2.143865 1.876 -0.811 1.707
H -1.422892 3.429936 0.033022 1.879 -1.860 0.405
H 0.294094 3.147798 0.756553 -1.568 -1.455 -1.126
H -0.011673 1.117488 2.929218 -1.974 -0.831 -1.695
H -1.887683 -1.105264 3.131708 0.208 1.124 -1.100
H -4.799024 -1.455327 1.385758 1.923 0.026 -1.566
H -4.209550 -1.145673 -0.457861 0.509 -0.461 2.558
H -2.077150 -2.876154 0.954984 -2.201 -0.302 -0.955
H -3.754704 -3.743373 1.161351 1.111 1.407 -1.634
H -2.363980 -4.448738 -1.038925 -1.563 2.069 -0.225
H -2.306959 -2.674187 -1.694354 -1.783 -1.441 1.377
H -2.755399 1.110890 -0.986206 1.253 -0.519 2.473
```
Forces are in eV/Å.

## Properties
**HOMO-LUMO gap**: 8.845 eV
**Charge**: +1
**Structure (SMILES)**: CCCCCCCCn1c[nH+]c(CCCCl)c1
**ΔE to the lowest compared entry with this formula, charge and spin**: 5.544 eV
**Total energy**: -1118.1725 hartree
**HOMO**: -0.468 hartree
**Molecular weight**: 257.83 g/mol
**LUMO energy**: -3.9 eV